7 unconnected molecules or ions with the total composition C36H52FIN7O2S, computed with ωB97M-V/def2-TZVPD.

The geometry in XYZ format:
```
100
Properties=species:S:1:pos:R:3:lowdin_charge:R:1
C 3.3094 0.8045 -1.5836 0.13
C 2.5558 -0.1612 -1.6658 -0.18
O 1.4357 -0.9949 -1.9009 -0.13
C 0.6808 -0.8499 -0.6841 -0.33
O 1.3234 -0.9750 0.3508 0.10
C -0.8614 -0.4991 -0.6899 0.05
C -1.7759 -0.8433 0.4903 -0.43
S -1.1942 -1.7368 1.9947 0.77
C -3.2523 -0.4647 0.5144 -0.13
N -3.8012 0.2210 -0.5788 -0.44
I -5.7952 0.7769 -0.4910 1.08
C -3.0337 0.5478 -1.7487 -0.15
C -3.8405 1.2929 -2.8961 -0.21
C -3.7480 2.6906 -2.9501 0.03
C -1.5543 0.2123 -1.8675 0.03
C -0.7877 0.6182 -3.1870 -0.26
C -0.4923 -0.6410 -4.1548 -0.02
F 0.4095 1.3736 -2.9193 -0.04
H 3.8769 1.7713 -1.4557 0.07
H -0.8404 -3.0306 1.6302 -0.09
H -3.8750 -0.7154 1.4311 0.12
H -4.4386 0.6740 -3.6266 0.12
H -3.6675 3.3037 -1.9973 0.09
H -3.7218 3.2633 -3.9341 0.10
H -1.4261 1.3206 -3.8218 0.13
H -0.8809 -0.4440 -5.2110 0.09
H 0.6323 -0.8013 -4.2678 0.09
H -0.9325 -1.5692 -3.6847 0.09
C 1.3240 2.8354 0.4089 -0.13
C 0.7933 4.0313 1.1931 -0.25
C 0.3009 3.6511 2.5923 -0.17
C -0.8126 2.6636 2.4829 -0.20
N -1.6683 1.8873 2.3980 0.15
H 0.5428 2.0892 0.2354 0.05
H 1.6902 3.1544 -0.5688 0.07
H 2.1482 2.3535 0.9393 0.06
H -0.0204 4.4944 0.6262 0.11
H 1.5862 4.7780 1.2846 0.11
H -0.0572 4.5378 3.1202 0.11
H 1.1123 3.2129 3.1788 0.13
C 6.1849 -3.4448 -2.7927 -0.11
C 5.6058 -4.2485 -1.6332 -0.26
C 4.1642 -4.6997 -1.8829 -0.17
C 3.2841 -3.5068 -2.0711 -0.10
N 2.6016 -2.5750 -2.2178 0.19
H 5.6302 -2.5175 -2.9569 0.07
H 7.2209 -3.1699 -2.5838 0.07
H 6.1673 -4.0251 -3.7194 0.08
H 5.6519 -3.6423 -0.7234 0.11
H 6.2304 -5.1297 -1.4642 0.11
H 3.8000 -5.2813 -1.0327 0.11
H 4.1078 -5.3305 -2.7735 0.12
C 7.9432 2.7255 0.2439 -0.11
C 7.3253 1.9704 1.4159 -0.27
C 5.8741 1.5554 1.1583 -0.18
C 5.0302 2.7669 0.9264 -0.22
N 4.3766 3.7078 0.7465 0.17
H 7.4189 3.6638 0.0477 0.07
H 8.9841 2.9751 0.4597 0.08
H 7.9205 2.1212 -0.6677 0.08
H 7.3775 2.5988 2.3099 0.11
H 7.9210 1.0759 1.6167 0.11
H 5.4811 1.0078 2.0179 0.12
H 5.8105 0.9030 0.2834 0.11
C -1.3104 4.4403 6.0081 -0.11
C -0.3893 3.7942 7.0374 -0.27
C 0.1758 4.7996 8.0434 -0.18
C 0.9782 5.8374 7.3279 -0.22
N 1.6007 6.6417 6.7732 0.14
H -0.7796 5.1744 5.3969 0.06
H -1.7120 3.6830 5.3301 0.06
H -2.1518 4.9416 6.4946 0.08
H 0.4310 3.2926 6.5148 0.11
H -0.9450 3.0229 7.5776 0.11
H 0.8166 4.2894 8.7658 0.12
H -0.6321 5.2883 8.5934 0.12
C -10.6455 2.9465 -2.4590 -0.11
C -10.9282 1.5993 -1.8027 -0.26
C -9.6557 0.7985 -1.5141 -0.20
C -8.9282 0.5178 -2.7903 -0.25
N -8.3665 0.3011 -3.7804 0.15
H -10.1678 2.8271 -3.4343 0.07
H -11.5768 3.4931 -2.6191 0.08
H -9.9946 3.5606 -1.8295 0.08
H -11.5902 1.0198 -2.4525 0.12
H -11.4642 1.7661 -0.8646 0.11
H -9.9086 -0.1492 -1.0332 0.12
H -8.9968 1.3556 -0.8410 0.08
C 0.5997 -7.0220 -1.3431 -0.12
C 0.3297 -8.3674 -0.6780 -0.27
C 1.6077 -9.1686 -0.4182 -0.18
C 2.3039 -9.4502 -1.7100 -0.23
N 2.8422 -9.6684 -2.7123 0.14
H 1.0545 -7.1439 -2.3291 0.07
H -0.3344 -6.4730 -1.4829 0.07
H 1.2667 -6.4086 -0.7293 0.06
H -0.3486 -8.9462 -1.3116 0.11
H -0.1844 -8.1984 0.2723 0.11
H 1.3654 -10.1153 0.0694 0.12
H 2.2828 -8.6130 0.2375 0.11
```

Output
Charge: +1
LUMO level (eV): -4.7
Electronic energy (eV): -74336.83886
HOMO level (eV): -11.625
Frontier orbital gap (eV): 6.9

A molecular structure, C36H52N3OP2PbS, computed with ωB97M-V/def2-TZVPD.

The geometry in XYZ format:
```
96
Properties=species:S:1:pos:R:3:lowdin_charge:R:1
C -2.0281 -1.7483 -0.9486 -0.37
C 0.2403 -1.7306 -1.7249 -0.39
C -2.4052 -2.7475 -1.8650 -0.09
C -0.2121 -2.5521 -2.8316 -0.07
C -1.4813 -3.1134 -2.8530 -0.08
H -3.4116 -3.1681 -1.7973 0.10
H 0.4202 -2.7188 -3.7010 0.10
H -1.7707 -3.8767 -3.6093 0.12
N -0.7705 -1.2883 -0.8422 0.04
P -2.9220 0.4458 0.5818 0.98
P 2.3841 -0.8100 -0.1988 1.02
C -3.1785 -1.2566 -0.0161 -0.28
H -4.1498 -1.3915 -0.5392 0.09
H -3.2542 -1.9542 0.8390 0.09
C 0.3443 2.8638 2.6468 -0.06
O 0.7009 3.7296 3.3397 0.06
C 1.5810 -1.3012 -1.6650 -0.39
H 2.2001 -1.3854 -2.6351 0.09
C 3.8206 0.4560 -0.5829 -0.66
C 2.9955 -2.6451 -0.0672 -0.66
C -3.6303 1.5167 -0.8300 -0.66
C -3.8244 0.5227 2.2593 -0.68
C 3.4303 1.8639 -0.0464 -0.12
H 3.2117 1.8283 1.0396 0.06
H 4.2752 2.5701 -0.2090 0.09
H 2.5586 2.2963 -0.5604 0.04
C 5.0790 0.0316 0.1725 -0.11
H 4.8726 -0.0372 1.2457 0.07
H 5.4547 -0.9260 -0.1877 0.06
H 5.8734 0.7805 0.0356 0.09
C 4.0689 0.5690 -2.0866 -0.09
H 4.9100 1.2691 -2.2571 0.10
H 4.3846 -0.3825 -2.5238 0.07
H 3.1683 0.9309 -2.6070 0.05
C 3.5812 -2.7246 1.3466 -0.13
H 2.7920 -2.4406 2.0744 0.03
H 3.8816 -3.7732 1.5239 0.09
H 4.4514 -2.0528 1.4821 0.06
C 1.7829 -3.5682 -0.1459 -0.10
H 0.9833 -3.2283 0.5218 0.04
H 1.3946 -3.6390 -1.1607 0.07
H 2.0886 -4.5743 0.1320 0.09
C 4.0053 -2.9184 -1.2040 -0.08
H 3.8437 -2.3576 -2.1425 0.05
H 5.0481 -2.7473 -0.8830 0.07
H 3.8969 -3.9809 -1.4758 0.09
C -3.6274 1.9498 2.8559 -0.08
H -4.0298 1.9824 3.8885 0.09
H -2.5608 2.2525 2.9155 0.06
H -4.1634 2.7180 2.2676 0.07
C -3.1782 -0.5245 3.1875 -0.13
H -3.3827 -1.5415 2.8365 0.08
H -2.0849 -0.4214 3.2647 -0.01
H -3.5861 -0.4273 4.2053 0.10
C -5.3088 0.2030 2.0642 -0.09
H -5.7834 0.0120 3.0360 0.09
H -5.8508 1.0326 1.6030 0.06
H -5.4489 -0.6940 1.4524 0.08
C -2.9241 1.1616 -2.1413 -0.08
H -3.2325 1.8584 -2.9361 0.10
H -1.8411 1.2453 -2.0354 0.04
H -3.1603 0.1414 -2.4534 0.08
C -3.3433 3.0074 -0.4709 -0.09
H -2.2562 3.1859 -0.3514 0.07
H -3.7090 3.6655 -1.2883 0.10
H -3.8475 3.3293 0.4642 0.06
C -5.1567 1.3130 -0.9787 -0.09
H -5.4131 0.2467 -1.0805 0.08
H -5.7315 1.7427 -0.1381 0.07
H -5.5092 1.8248 -1.8959 0.10
Pb -0.1819 0.4016 1.2919 0.90
N 0.3536 1.7398 -1.0112 0.10
C 0.7195 1.6201 -2.1217 -0.17
C 0.8628 1.7348 -3.5556 -0.21
C 0.6930 3.0780 -3.9251 -0.04
C 1.0513 0.7421 -4.5430 0.00
C 0.7988 3.5251 -5.2497 -0.05
H 0.5166 3.7939 -3.1231 0.12
C 1.1532 1.1783 -5.8917 -0.05
H 1.0902 -0.3099 -4.2414 0.09
C 1.0378 2.5395 -6.2301 -0.07
H 0.7104 4.5979 -5.4492 0.11
H 1.3350 0.4519 -6.7022 0.12
H 1.1439 2.8618 -7.2760 0.11
S 0.1641 -1.7623 2.7851 0.54
C 0.7629 -1.0413 4.2193 -0.71
N 0.1606 -1.4064 5.4097 0.06
C 0.4351 -0.7774 6.6022 -0.03
C 1.4426 0.1779 6.6308 -0.05
C 2.1280 0.4889 5.4622 -0.03
C 1.8066 -0.1324 4.2738 -0.10
H -0.5360 -2.1918 5.4024 0.18
H -0.1678 -1.0986 7.4762 0.15
H 1.6986 0.6298 7.6045 0.13
H 2.9316 1.2138 5.4975 0.13
H 2.3342 0.0462 3.3495 0.10
```

Output
Charge: +1
LUMO level (eV): -3.4
Electronic energy (eV): -79346.58047
HOMO level (eV): -7.863
Frontier orbital gap (eV): 4.5
ΔE to the lowest compared entry with this formula, charge and spin (kcal/mol): 25.21

A molecular structure, C36H52N3OP2Ti, computed with ωB97M-V/def2-TZVPD.

The geometry in XYZ format:
```
95
Properties=species:S:1:pos:R:3:lowdin_charge:R:1
C -1.6931 -1.7503 -1.6697 -0.32
C 0.5903 -2.0816 -1.4999 -0.30
C -1.8023 -2.5990 -2.7886 -0.01
C 0.5702 -2.9939 -2.5775 -0.02
C -0.6373 -3.2382 -3.2044 -0.04
H -2.7669 -2.6337 -3.3078 0.12
H 1.5398 -3.3260 -3.0078 0.13
H -0.7015 -3.9442 -4.0218 0.12
N -0.6053 -1.7498 -0.9057 0.01
P -2.9251 -0.4618 0.4522 1.08
P 2.6163 -0.5529 0.0566 1.15
C -2.8376 -0.7508 -1.3788 -0.22
H -2.7433 0.2388 -1.9147 0.11
H -3.8079 -1.1619 -1.7535 0.08
C 1.8075 -1.2927 -1.4547 -0.27
H 2.6181 -1.7251 -2.1835 0.12
C 4.1263 0.3592 -0.8958 -0.62
C 3.2541 -1.3477 1.7599 -0.67
C -3.5168 1.3111 0.6809 -0.67
C -4.1462 -1.8227 0.9603 -0.66
C 3.9185 1.8331 -0.5997 -0.11
H 3.8840 2.0837 0.4684 0.07
H 4.7767 2.3799 -1.0556 0.10
H 2.9983 2.2064 -1.0894 0.06
C 5.4977 -0.1604 -0.4237 -0.11
H 5.6894 -0.0323 0.6530 0.06
H 5.6380 -1.2108 -0.7116 0.08
H 6.2706 0.4250 -0.9584 0.10
C 4.1932 0.2051 -2.4353 -0.10
H 4.8806 0.9986 -2.8239 0.11
H 4.5749 -0.7547 -2.7959 0.09
H 3.2269 0.3649 -2.9113 0.03
C 3.9742 -0.2810 2.6163 -0.08
H 3.2852 0.5345 2.9034 0.07
H 4.3399 -0.7503 3.5632 0.10
H 4.8535 0.1896 2.1369 0.05
C 2.0785 -1.8896 2.6058 -0.12
H 1.4098 -1.0818 2.9469 0.03
H 1.5028 -2.6564 2.0631 0.07
H 2.4963 -2.3638 3.5226 0.11
C 4.1018 -2.5390 1.3186 -0.12
H 5.0344 -2.2294 0.8175 0.05
H 4.3764 -3.1635 2.2002 0.09
H 3.5144 -3.1677 0.6178 0.08
C -4.4656 -1.6153 2.4298 -0.09
H -5.1142 -2.4388 2.7604 0.10
H -3.5663 -1.6456 3.0527 0.07
H -5.0119 -0.6870 2.6318 0.07
C -3.4605 -3.1815 0.7841 -0.07
H -3.2244 -3.4139 -0.2585 0.08
H -2.5524 -3.2790 1.3686 0.05
H -4.1550 -3.9475 1.1506 0.10
C -5.4164 -1.8537 0.1125 -0.08
H -6.0729 -2.6326 0.5275 0.10
H -5.9892 -0.9235 0.1214 0.06
H -5.2313 -2.1306 -0.9313 0.08
C -2.6007 2.2780 -0.0970 -0.09
H -2.6400 2.1279 -1.1870 0.08
H -2.9195 3.3240 0.1146 0.11
H -1.5428 2.2043 0.2227 0.03
C -3.4093 1.6736 2.1754 -0.08
H -2.3588 1.6883 2.5062 0.05
H -3.8324 2.6861 2.3297 0.10
H -3.9552 0.9695 2.8187 0.07
C -4.9712 1.4339 0.1936 -0.09
H -5.1024 1.0284 -0.8228 0.09
H -5.6746 0.9321 0.8808 0.08
H -5.2553 2.5037 0.1660 0.10
Ti -0.5159 -0.3622 0.7416 0.62
C -0.9436 -1.6846 2.1667 -0.25
O -1.1586 -2.4456 3.0502 0.05
N 0.2323 0.8303 -0.7993 -0.06
C 0.9946 0.3989 -1.7635 -0.27
C 1.0608 1.2355 -3.0059 -0.21
C 0.8670 2.6196 -2.7663 -0.06
C 1.2628 0.7741 -4.3126 -0.05
C 0.7688 3.5092 -3.8067 -0.08
H 0.8235 2.9613 -1.7042 0.11
C 1.2100 1.6818 -5.3653 -0.07
H 1.5154 -0.2853 -4.4553 0.12
C 0.9554 3.0280 -5.1007 -0.08
H 0.5734 4.5693 -3.5675 0.12
H 1.3864 1.3230 -6.3893 0.11
H 0.9261 3.7248 -5.9229 0.10
C 0.4170 3.2490 4.0242 -0.03
C 0.6904 3.3958 2.6676 -0.03
C 0.5268 2.3202 1.8137 -0.12
N 0.0157 1.1283 2.2427 -0.05
C -0.1925 0.9543 3.5757 -0.13
C -0.0156 1.9969 4.4827 -0.03
H 0.5441 4.0789 4.7195 0.12
H 1.0373 4.3352 2.2503 0.12
H 0.8245 2.3797 0.7578 0.09
H -0.5196 -0.0383 3.9146 0.11
H -0.2195 1.8046 5.5271 0.11
```

Output
Charge: +1
LUMO level (spin up / spin down) (eV): -2.8 / -3.0
Electronic energy (eV): -86378.34409
HOMO level (spin up / spin down) (eV): -9.140 / -9.444
Frontier orbital gap (spin up / spin down) (eV): 6.3 / 6.4
ΔE to the lowest compared entry with this formula, charge and spin (kcal/mol): 95.54
Multiplicity: 3

A molecular structure, C36H53AsBrCl42F3I2N2O6PS2, computed with ωB97M-V/def2-TZVPD.

The geometry in XYZ format:
```
149
Properties=species:S:1:pos:R:3:lowdin_charge:R:1
C 4.3089 -0.3372 -1.1106 -0.11
C 3.4953 -0.0633 -2.4457 -0.23
O 2.2429 0.5224 -2.0914 -0.05
C 1.1511 -0.1504 -2.5870 -0.46
O 1.0941 -1.3505 -2.6219 0.09
C 0.0542 0.6528 -3.3148 -0.13
C -1.3168 1.1126 -2.7682 -0.25
C -2.0361 1.2686 -1.4245 -0.34
As -1.6833 2.4639 0.1852 0.81
C -2.3592 1.0876 1.5527 -0.39
C -1.6189 0.7988 2.9047 -0.34
C -1.5721 -0.7367 3.3648 -0.63
I -3.5276 -1.6764 3.3415 0.75
C 0.1434 1.6464 0.3520 -0.31
C 0.4694 0.1321 0.5717 -0.22
C -0.3368 -1.0923 0.0623 -0.21
C 0.6363 -2.3673 0.1976 -0.18
C -0.1206 -3.5739 -0.5127 -0.19
C -1.2220 -4.2344 0.4157 -0.25
C -0.5576 -4.7978 1.7208 -0.45
S -1.4169 -6.3134 2.3988 0.89
C -1.3707 -7.4225 0.9620 -0.64
N -0.2726 -7.3103 0.1795 0.02
N -0.4782 -8.1939 -0.8369 0.00
C -1.6476 -8.8124 -0.6149 -0.24
O -2.2770 -8.3331 0.5269 0.00
C -1.0680 4.0827 -0.9521 -0.75
Br 0.4064 3.9122 -2.2643 0.73
C -2.1858 4.9611 -1.6509 -0.38
C -2.8072 4.3810 -2.9341 -0.21
P -4.0420 3.0581 0.0412 0.37
O -4.9932 1.6173 -0.0690 -0.56
I -5.0143 3.9475 2.0832 0.55
S -1.3050 4.0739 1.8998 0.59
O -2.0081 5.3731 1.6162 -0.48
O -1.8461 3.7407 3.2349 -0.46
C 0.4415 4.6489 2.2651 -0.60
F 1.3833 4.5392 1.3045 0.10
F 0.9019 3.9005 3.3523 0.03
F 0.4237 5.9406 2.7371 0.08
H 4.4697 0.6334 -0.5805 0.09
H 3.7311 -0.9875 -0.3983 0.06
H 5.2816 -0.8309 -1.3990 -0.04
H 4.0977 0.6607 -3.0650 0.13
H 3.4564 -1.0105 -3.0255 0.08
H 0.6241 1.5233 -3.7652 0.05
H -0.0824 0.0509 -4.2637 0.13
H -1.5431 2.0253 -3.4026 0.07
H -2.0268 0.3971 -3.3148 0.12
H -2.3878 0.2512 -1.0743 0.07
H -3.0499 1.6586 -1.7814 0.04
H -2.6412 0.0963 1.1083 0.02
H -3.3641 1.4502 1.9233 0.01
H -0.5658 1.1561 3.0059 0.09
H -2.1599 1.2484 3.7849 0.10
H -0.7692 -1.3249 2.8649 0.03
H -1.2802 -0.6902 4.4465 -0.02
H 0.5424 2.0856 1.3237 0.06
H 0.9094 2.0214 -0.3791 0.03
H 1.5143 -0.0440 0.1697 0.09
H 0.6747 -0.1065 1.6620 0.11
H -1.2160 -1.4356 0.6760 0.08
H -0.7088 -1.0903 -0.9868 0.09
H 0.8723 -2.5923 1.2704 0.10
H 1.6078 -2.1486 -0.3176 0.09
H 0.6216 -4.3414 -0.8658 0.11
H -0.6129 -3.1672 -1.4352 0.10
H -1.7435 -4.9964 -0.2094 0.03
H -1.9811 -3.4585 0.6981 0.09
H -0.5839 -4.0229 2.5156 0.04
H 0.4804 -5.1342 1.4600 0.08
H -2.0220 -9.6040 -1.2852 0.13
H -0.5547 4.8781 -0.3347 0.01
H -1.5546 5.8193 -2.0575 0.09
H -2.8475 5.5046 -0.9369 0.09
H -1.9788 4.1627 -3.6571 -0.02
H -3.5275 3.5483 -2.8128 0.01
H -3.3871 5.2138 -3.4276 0.06
H -4.4391 0.8344 -0.2078 0.00
C 5.2431 -3.4954 -4.7598 -1.52
Cl 5.8967 -2.2206 -3.7228 0.54
Cl 3.7081 -4.0869 -4.1196 0.55
Cl 5.0434 -2.9066 -6.4141 0.50
H 5.9486 -4.3192 -4.7729 0.01
C -0.3616 -3.3267 6.8592 -1.52
Cl -1.1309 -4.0017 5.4154 0.52
Cl 1.2333 -4.0486 7.0983 0.51
Cl -0.2350 -1.5691 6.7475 0.56
H -0.9786 -3.5690 7.7178 0.02
C 6.2505 -3.4551 1.0363 -1.52
Cl 6.9023 -2.1863 2.0811 0.52
Cl 4.7150 -4.0553 1.6712 0.53
Cl 6.0473 -2.8575 -0.6147 0.55
H 6.9570 -4.2777 1.0178 0.01
C -7.2667 4.4470 -2.0229 -1.50
Cl -6.7574 3.6993 -0.4990 0.43
Cl -7.3466 6.2082 -1.8555 0.51
Cl -6.2152 4.0052 -3.3581 0.56
H -8.2613 4.0830 -2.2579 0.01
C 3.3753 5.3257 5.6290 -1.55
Cl 3.9636 6.6398 4.6050 0.52
Cl 4.6518 4.1336 5.9070 0.51
Cl 2.7695 5.9567 7.1650 0.51
H 2.5551 4.8341 5.1144 -0.01
C 1.4166 -8.3093 8.1911 -1.54
Cl 2.1429 -7.1023 9.2593 0.48
Cl -0.1116 -8.8937 8.8622 0.52
Cl 1.1708 -7.6425 6.5749 0.52
H 2.0980 -9.1495 8.1134 0.01
C -4.2796 -5.8855 -2.6896 -1.50
Cl -2.8150 -6.5922 -2.0003 0.64
Cl -5.5149 -7.1299 -2.9301 0.52
Cl -4.8962 -4.5867 -1.6614 0.51
H -4.0292 -5.4639 -3.6572 0.02
C 4.7651 -6.2187 12.4645 -1.54
Cl 5.4885 -5.0141 13.5365 0.52
Cl 3.2374 -6.8063 13.1304 0.52
Cl 4.5216 -5.5481 10.8484 0.50
H 5.4475 -7.0580 12.3856 0.01
C 5.9166 -1.2989 -10.1501 -1.54
Cl 6.5577 -0.0324 -9.0996 0.50
Cl 4.3735 -1.8931 -9.5279 0.51
Cl 5.7343 -0.7050 -11.8053 0.52
H 6.6212 -2.1235 -10.1595 0.01
C -0.2040 5.0725 -6.5232 -1.51
Cl -0.5822 5.0503 -8.2518 0.52
Cl -1.4082 6.0092 -5.6403 0.53
Cl -0.0971 3.4227 -5.8898 0.54
H 0.7614 5.5491 -6.3916 0.02
C -6.9707 -1.5685 -0.5279 -1.53
Cl -5.5064 -2.2587 0.1874 0.45
Cl -8.1921 -2.8253 -0.7749 0.51
Cl -7.6090 -0.2751 0.4874 0.55
H -6.7128 -1.1486 -1.4947 0.02
C -3.0861 5.4309 5.8015 -1.54
Cl -2.7641 6.0317 7.4376 0.49
Cl -4.6917 4.6966 5.7139 0.48
Cl -2.9336 6.7316 4.6211 0.55
H -2.3500 4.6684 5.5652 0.00
C 8.1953 2.9304 -6.4385 -1.55
Cl 7.2799 4.2706 -7.1366 0.52
Cl 7.1616 1.9467 -5.3970 0.52
Cl 8.9156 1.9387 -7.7129 0.50
H 8.9957 3.3425 -5.8338 0.01
C -2.4391 10.0782 -5.1845 -1.54
Cl -3.3119 11.4741 -5.8320 0.51
Cl -3.4952 9.1072 -4.1539 0.53
Cl -1.7767 9.0944 -6.4936 0.49
H -1.6147 10.4421 -4.5810 0.01
```

Output
Charge: -1
LUMO level (eV): 1.4
Electronic energy (eV): -765585.89553
HOMO level (eV): -4.477
Frontier orbital gap (eV): 5.9

Q: The lowest electronic energy belongs to which entry?
A: C36H53AsBrCl42F3I2N2O6PS2

Q: Among the records above, which one has the lowest charge?
A: C36H53AsBrCl42F3I2N2O6PS2